1.
ORCA calculation (wB97M-V/def2-TZVPD) on a 11-piece molecular cluster, C33H99O44P11 overall.

Summary:
Energy above the lowest of the compared OMol25 structures with the same formula, charge and spin (kcal per mole): 143.2
HOMO energy (eV): -10.19
Total energy (Ha): -8382.95508

```
187
C33H99O44P11, DFT wB97M-V/def2-TZVPD
C -2.28 -1.88 1.54
O -1.81 -2.92 2.44
P -1.05 -2.61 3.83
O -0.78 -1.14 4.02
O -1.78 -3.50 4.97
C -1.61 -3.23 6.36
O 0.40 -3.35 3.71
C 0.45 -4.81 3.38
H -3.06 -1.18 1.81
H -2.54 -2.29 0.56
H -1.44 -1.23 1.29
H -2.46 -2.60 6.61
H -0.68 -2.80 6.73
H -1.82 -4.15 6.91
H -0.51 -5.30 3.47
H 1.15 -5.17 4.14
H 0.84 -5.06 2.39
C 3.34 4.07 9.04
O 3.01 3.35 7.86
P 3.46 3.86 6.36
O 3.22 2.92 5.21
O 5.04 4.07 6.59
C 5.89 5.09 6.06
O 2.78 5.33 6.22
C 1.44 5.55 6.47
H 2.83 5.04 9.09
H 4.42 4.22 9.00
H 3.06 3.50 9.92
H 5.30 5.99 5.85
H 6.22 4.75 5.08
H 6.66 5.35 6.78
H 1.16 6.53 6.10
H 1.22 5.30 7.51
H 0.84 4.90 5.84
C -6.45 1.77 7.67
O -5.84 0.69 6.83
P -4.26 0.36 6.74
O -3.66 0.00 8.03
O -3.77 1.74 6.03
C -2.60 1.72 5.22
O -4.13 -0.82 5.54
C -4.88 -0.66 4.30
H -6.00 2.73 7.42
H -6.27 1.68 8.74
H -7.52 1.95 7.58
H -2.81 1.67 4.15
H -1.89 0.92 5.44
H -2.07 2.63 5.49
H -5.08 -1.65 3.89
H -4.40 0.04 3.62
H -5.80 -0.10 4.48
C -2.81 -2.35 -4.48
O -2.24 -3.58 -4.93
P -1.93 -4.81 -3.84
O -1.13 -6.01 -4.25
O -1.31 -3.94 -2.66
C -0.81 -4.65 -1.53
O -3.40 -5.00 -3.23
C -3.63 -6.25 -2.60
H -3.20 -2.40 -3.46
H -3.54 -1.98 -5.20
H -2.10 -1.53 -4.39
H -1.34 -5.56 -1.25
H -0.66 -3.92 -0.74
H 0.20 -4.87 -1.89
H -2.88 -7.02 -2.83
H -4.43 -6.85 -3.04
H -4.01 -6.23 -1.58
C -1.47 5.20 -2.16
O -1.87 6.48 -1.88
P -0.92 7.74 -2.27
O -1.47 9.08 -1.90
O 0.43 7.49 -1.37
C 0.37 7.40 0.08
O -0.46 7.48 -3.80
C 0.69 8.26 -4.30
H -1.72 5.04 -3.21
H -1.96 4.49 -1.50
H -0.39 5.01 -2.16
H -0.42 8.14 0.21
H 1.31 7.56 0.61
H -0.12 6.51 0.47
H 1.32 7.68 -4.97
H 1.39 8.66 -3.57
H 0.34 9.07 -4.94
C -1.53 1.67 0.57
O -0.52 0.70 0.29
P 0.99 1.05 -0.13
O 1.18 2.26 -0.97
O 1.89 0.99 1.29
C 1.61 1.68 2.52
O 1.61 -0.22 -0.96
C 0.83 -0.83 -1.96
H -1.29 2.73 0.52
H -1.93 1.48 1.57
H -2.19 1.43 -0.26
H 0.81 2.41 2.38
H 2.48 2.26 2.82
H 1.44 1.03 3.38
H 0.08 -0.15 -2.38
H 0.28 -1.65 -1.50
H 1.44 -1.25 -2.76
C 6.51 -1.33 0.69
O 6.58 0.06 0.96
P 6.43 1.07 -0.30
O 7.54 0.96 -1.28
O 4.94 0.80 -0.90
C 4.52 1.70 -1.97
O 6.41 2.52 0.35
C 5.39 2.89 1.21
H 5.76 -1.80 1.34
H 7.42 -1.84 1.02
H 6.24 -1.68 -0.31
H 5.18 2.55 -2.14
H 3.55 2.15 -1.78
H 4.27 1.24 -2.93
H 5.86 3.32 2.09
H 4.84 2.04 1.61
H 4.76 3.70 0.84
C -1.50 -0.02 -7.26
O -1.68 1.39 -6.92
P -0.94 2.01 -5.59
O -0.94 3.52 -5.44
O -1.73 1.41 -4.32
C -3.12 1.75 -4.10
O 0.40 1.20 -5.49
C 1.37 1.35 -4.48
H -2.37 -0.62 -7.01
H -0.77 -0.58 -6.66
H -1.42 -0.14 -8.34
H -3.65 1.64 -5.04
H -3.17 2.75 -3.65
H -3.52 1.10 -3.33
H 2.28 1.87 -4.77
H 1.60 0.33 -4.15
H 0.80 1.82 -3.68
C 2.38 -5.06 -4.17
O 1.41 -4.47 -5.12
P 1.94 -4.03 -6.59
O 0.87 -3.44 -7.46
O 3.04 -2.89 -6.22
C 2.80 -1.61 -5.91
O 2.87 -5.17 -7.14
C 3.40 -5.29 -8.46
H 2.52 -6.13 -4.26
H 2.20 -4.79 -3.12
H 3.38 -4.73 -4.43
H 3.39 -1.14 -6.70
H 3.27 -1.30 -4.97
H 1.73 -1.42 -6.00
H 3.13 -4.39 -9.02
H 2.94 -6.14 -8.97
H 4.45 -5.56 -8.37
C -4.43 -0.50 -0.98
O -5.45 -1.31 -0.38
P -6.89 -0.67 -0.07
O -7.74 -1.39 0.89
O -7.55 -0.40 -1.52
C -8.20 -1.45 -2.27
O -6.57 0.81 0.39
C -7.49 1.53 1.06
H -4.56 -0.39 -2.06
H -3.49 -1.02 -0.81
H -4.43 0.52 -0.60
H -7.98 -1.35 -3.34
H -9.23 -1.19 -2.50
H -8.03 -2.45 -1.89
H -7.38 1.61 2.14
H -8.48 1.14 0.83
H -7.46 2.56 0.72
C 4.32 -3.46 -1.50
O 4.58 -3.56 -0.13
P 3.51 -4.22 0.91
O 2.16 -4.58 0.39
O 3.42 -3.17 2.22
C 2.93 -1.91 2.10
O 4.29 -5.52 1.60
C 4.67 -6.64 0.83
H 3.29 -3.22 -1.76
H 4.58 -4.45 -1.87
H 4.92 -2.70 -2.00
H 3.65 -1.11 2.31
H 2.11 -1.75 2.80
H 2.75 -1.68 1.05
H 5.74 -6.79 0.92
H 4.32 -6.52 -0.20
H 4.12 -7.49 1.22
```

Atom charges from the Mulliken analysis, given in e for atoms 1 to 8: 0.044, -0.515, 0.960, -0.573, -0.413, -0.598, -0.271, -0.654

---

2.
ORCA calculation (wB97M-V/def2-TZVPD) on a 15-piece molecular cluster, C74H175BF10N8O18P overall.

Summary:
Total charge: +1
HOMO energy (eV): -8.23
Total energy (Ha): -6081.35269

```
287
C74H175BF10N8O18P, DFT wB97M-V/def2-TZVPD
C -3.07 2.64 5.46
C -3.62 3.80 4.65
N -2.51 4.83 4.16
C -1.84 4.07 3.00
C -3.23 6.17 3.82
C -4.28 6.02 2.71
C -1.49 5.10 5.35
C -0.41 6.09 5.07
O 0.45 5.72 3.97
C 1.28 4.58 4.03
H -2.59 2.88 6.41
H -2.40 1.99 4.89
H -3.84 1.88 5.61
H -4.44 4.27 5.19
H -4.02 3.38 3.72
H -1.36 3.15 3.34
H -1.08 4.71 2.54
H -2.50 3.85 2.16
H -2.46 6.79 3.37
H -3.72 6.57 4.71
H -5.02 5.26 2.97
H -3.82 5.65 1.79
H -4.84 6.94 2.50
H -1.07 4.15 5.68
H -2.05 5.35 6.25
H 0.28 6.17 5.91
H -0.80 7.10 4.98
H 1.45 4.34 2.98
H 0.90 3.76 4.63
H 2.24 4.95 4.40
C -2.44 -5.25 7.05
C -2.56 -4.96 5.53
N -1.20 -4.57 4.83
C -1.48 -4.29 3.31
C -0.53 -3.24 5.37
C 0.82 -2.85 4.80
C -0.12 -5.69 5.00
C -0.69 -7.09 4.50
O -1.11 -6.97 3.20
C -1.92 -8.10 2.75
H -2.07 -6.23 7.34
H -3.38 -5.22 7.60
H -1.81 -4.48 7.48
H -3.23 -4.11 5.35
H -3.02 -5.80 5.01
H -1.78 -3.25 3.19
H -2.33 -4.93 3.09
H -0.58 -4.51 2.74
H -0.35 -3.33 6.44
H -1.30 -2.51 5.16
H 1.57 -3.45 5.32
H 1.03 -1.79 4.95
H 0.93 -2.92 3.72
H 0.06 -5.75 6.08
H 0.81 -5.40 4.51
H -1.43 -7.46 5.21
H 0.18 -7.74 4.47
H -2.22 -8.02 1.70
H -2.85 -8.17 3.32
H -1.42 -9.06 2.88
C 3.54 6.14 1.25
C 4.77 5.89 0.25
N 6.07 5.25 0.74
C 7.26 5.49 -0.30
C 6.51 5.81 2.12
C 6.49 7.36 2.13
C 5.75 3.66 0.95
C 5.92 2.78 -0.25
O 5.10 3.24 -1.22
C 5.44 2.84 -2.54
H 3.07 5.21 1.58
H 2.86 6.94 0.95
H 4.03 6.52 2.15
H 5.17 6.81 -0.18
H 4.45 5.28 -0.60
H 8.10 4.95 0.14
H 7.49 6.55 -0.44
H 7.00 5.01 -1.24
H 7.45 5.50 2.58
H 5.85 5.36 2.86
H 6.79 7.86 3.05
H 5.53 7.86 1.95
H 7.16 7.69 1.34
H 4.68 3.62 1.19
H 6.33 3.22 1.76
H 5.78 1.72 -0.03
H 6.97 2.87 -0.54
H 6.42 3.19 -2.86
H 4.69 3.21 -3.24
H 5.39 1.75 -2.55
C 2.86 -2.68 -2.85
C 4.15 -2.17 -2.19
N 4.00 -1.62 -0.74
C 3.31 -0.20 -0.85
C 3.06 -2.49 0.17
C 3.16 -2.31 1.69
C 5.37 -1.48 -0.04
C 6.39 -0.85 -0.95
O 7.08 -1.90 -1.64
C 8.08 -1.51 -2.61
H 2.61 -3.67 -2.46
H 3.00 -2.87 -3.91
H 2.09 -1.90 -2.82
H 4.57 -1.31 -2.71
H 4.95 -2.91 -2.10
H 2.33 -0.33 -1.31
H 3.85 0.51 -1.47
H 3.02 0.07 0.17
H 3.24 -3.51 -0.18
H 2.03 -2.31 -0.11
H 4.00 -2.72 2.26
H 2.29 -2.85 2.06
H 3.02 -1.36 2.20
H 5.65 -2.48 0.27
H 5.08 -0.93 0.86
H 7.22 -0.44 -0.36
H 6.06 -0.04 -1.61
H 8.94 -1.04 -2.14
H 7.54 -0.83 -3.27
H 8.52 -2.35 -3.14
C -2.61 -2.70 -5.54
C -1.33 -2.74 -6.47
N -0.85 -1.32 -6.93
C -0.33 -0.62 -5.61
C 0.31 -1.36 -7.87
C 1.62 -2.17 -7.45
C -1.98 -0.50 -7.57
C -2.92 -1.21 -8.59
O -2.24 -2.11 -9.47
C -1.86 -1.64 -10.78
H -3.43 -2.08 -5.91
H -2.42 -2.30 -4.54
H -3.08 -3.66 -5.35
H -1.57 -3.20 -7.43
H -0.47 -3.25 -6.04
H 0.32 -1.32 -5.09
H -1.16 -0.37 -4.96
H 0.23 0.28 -5.89
H 0.44 -0.32 -8.17
H -0.03 -1.87 -8.77
H 2.36 -2.18 -8.26
H 1.29 -3.19 -7.26
H 2.04 -1.73 -6.55
H -1.55 0.29 -8.18
H -2.56 0.03 -6.81
H -3.31 -0.43 -9.26
H -3.71 -1.71 -8.04
H -1.10 -0.86 -10.76
H -2.70 -1.18 -11.30
H -1.32 -2.36 -11.39
C 0.25 -5.38 0.07
C -0.38 -5.89 -1.18
N -1.81 -5.37 -1.40
C -2.79 -5.85 -0.29
C -1.84 -3.76 -1.42
C -0.77 -3.04 -2.36
C -2.28 -5.95 -2.77
C -3.79 -6.08 -3.02
O -4.60 -4.92 -2.72
C -5.97 -5.17 -2.97
H 1.17 -5.95 0.18
H -0.34 -5.56 0.97
H 0.50 -4.32 0.04
H -0.52 -6.97 -1.17
H 0.35 -5.46 -1.86
H -3.68 -5.22 -0.36
H -2.30 -5.73 0.68
H -2.94 -6.91 -0.45
H -1.69 -3.52 -0.36
H -2.84 -3.41 -1.66
H -0.71 -3.25 -3.43
H 0.22 -3.27 -1.97
H -0.87 -1.97 -2.14
H -1.87 -6.95 -2.85
H -1.73 -5.28 -3.45
H -4.18 -7.03 -2.67
H -3.80 -6.21 -4.11
H -6.55 -4.30 -2.65
H -6.29 -5.93 -2.25
H -6.24 -5.40 -4.00
C 1.79 2.86 -0.16
C 0.57 3.68 -0.75
N 0.23 3.35 -2.26
C -0.16 1.91 -2.26
C -0.94 4.16 -2.79
C -1.14 4.09 -4.34
C 1.55 3.55 -3.13
C 2.18 4.94 -3.00
O 1.30 6.04 -3.01
C 1.84 7.32 -2.63
H 2.68 2.90 -0.78
H 1.55 1.80 -0.04
H 1.93 3.13 0.89
H 0.78 4.74 -0.68
H -0.38 3.41 -0.29
H 0.73 1.38 -1.94
H -0.21 1.47 -3.26
H -1.03 1.63 -1.67
H -0.88 5.12 -2.28
H -1.84 3.77 -2.32
H -0.26 4.54 -4.80
H -1.91 4.76 -4.75
H -1.35 3.13 -4.81
H 1.34 3.18 -4.14
H 2.23 2.79 -2.75
H 2.87 5.05 -3.84
H 2.70 5.06 -2.05
H 2.23 7.32 -1.61
H 1.17 8.17 -2.76
H 2.59 7.57 -3.38
C -5.86 -2.02 -0.97
C -5.76 -0.46 -1.07
N -4.87 0.25 0.03
C -3.35 -0.19 -0.08
C -4.85 1.86 -0.10
C -6.25 2.55 0.01
C -5.56 -0.10 1.38
C -5.17 0.67 2.65
O -3.73 0.76 2.81
C -3.19 -0.46 3.36
H -6.67 -2.32 -1.63
H -5.96 -2.63 -0.07
H -4.98 -2.43 -1.46
H -6.65 0.16 -0.98
H -5.17 -0.08 -1.91
H -2.97 0.20 -1.03
H -3.32 -1.27 0.01
H -2.96 0.42 0.73
H -4.38 2.11 -1.04
H -4.21 2.24 0.70
H -6.96 2.30 -0.78
H -6.09 3.63 0.00
H -6.86 2.45 0.92
H -5.30 -1.16 1.38
H -6.64 -0.12 1.29
H -5.53 0.28 3.60
H -5.60 1.67 2.61
H -2.24 -0.32 3.87
H -2.93 -0.98 2.44
H -3.73 -1.06 4.10
P -5.76 -4.23 2.62
F -4.61 -3.15 2.46
F -4.70 -5.46 2.99
F -5.73 -3.95 4.26
F -6.94 -5.35 2.76
F -6.84 -3.05 2.26
F -5.53 -4.66 1.08
B -3.66 -0.79 6.90
F -4.72 -0.27 6.27
F -2.70 0.16 6.78
F -4.00 -0.91 8.25
F -3.34 -2.02 6.42
C 0.03 7.04 0.98
C -1.39 7.07 0.47
O -1.94 6.04 -0.10
O -1.99 8.09 0.66
H 0.82 7.54 0.42
H 0.23 5.98 1.18
H 0.05 7.40 2.00
C 2.93 1.18 4.56
C 3.81 1.95 3.61
O 4.07 1.33 2.55
O 4.28 3.03 3.99
H 3.35 1.20 5.57
H 2.64 0.17 4.27
H 2.04 1.80 4.62
C 4.63 0.14 -5.32
C 3.36 0.91 -4.97
O 3.01 1.72 -5.82
O 2.68 0.54 -3.98
H 5.30 0.54 -6.08
H 4.40 -0.82 -5.79
H 5.23 -0.05 -4.43
C 0.15 0.52 2.01
C -0.14 -0.64 0.97
O -0.64 -1.70 1.38
O 0.16 -0.52 -0.23
H 1.12 1.03 1.90
H -0.04 0.24 3.05
H -0.53 1.31 1.71
C 2.83 -5.85 2.82
C 4.01 -5.67 1.85
O 3.85 -6.06 0.67
O 5.03 -5.18 2.35
H 3.24 -5.92 3.83
H 2.25 -6.77 2.76
H 2.20 -4.97 2.72
```

Atom charges from the Mulliken analysis, given in e for atoms 1 to 8: -1.651, 0.029, 0.997, 0.008, -0.380, -1.191, -0.703, -1.295

---

Question: Which formula does entry 2 have?
Answer: C74H175BF10N8O18P

---

Question: Number 1 is which compound?
Answer: C33H99O44P11

---

Question: Among the records above, which one has the lowest HOMO energy?
Answer: C33H99O44P11